[1]
Density functional theory data (ωB97M-V/def2-TZVPD) for C14H30CoN6O5 as an isolated structure.

* 2S+1: 2
* HOMO-LUMO gap (spin up / spin down): 9.72 / 9.44 eV
* net charge: +2
* largest force on an atom: 0.506 eV/Å
* DFT total energy: -71799.2577 eV

CARTESIAN COORDINATES (ANGSTROEM)
Co -0.1210 0.6445 0.2847
C -3.1599 2.6401 3.8842
N -2.8524 1.4527 3.0847
C -3.6069 0.2284 3.3633
C -1.8513 1.4240 2.2265
O -1.5318 0.3816 1.6030
C -1.0755 2.7094 1.9928
O 0.0490 2.4259 1.1519
C 0.2747 3.3840 0.1060
C -0.6239 3.0164 -1.0774
O -1.2347 1.9301 -1.0253
N -0.7164 3.8617 -2.0899
C 0.0095 5.1268 -2.1599
C -1.5912 3.5715 -3.2245
H -4.1722 2.5443 4.2646
H -2.4805 2.7369 4.7321
H -3.1221 3.5439 3.2792
H -4.6434 0.4934 3.5521
H -3.5503 -0.4349 2.5077
H -3.1988 -0.2767 4.2394
H -1.7362 3.4355 1.5135
H -0.7110 3.1287 2.9309
H 0.0772 4.3869 0.4824
H 1.3250 3.2922 -0.1639
H 0.8481 5.1470 -1.4705
H 0.4098 5.2430 -3.1654
H -0.6563 5.9651 -1.9512
H -2.1474 2.6622 -3.0316
H -2.2837 4.4011 -3.3651
H -0.9929 3.4558 -4.1280
N -0.2504 -1.0435 -0.7484
C 1.1439 -1.5120 -0.9832
C 1.2715 -2.4475 -2.1766
C 0.8579 -3.9041 -1.9475
C 2.0640 -4.8004 -1.6651
N 2.9515 -4.3578 -0.5811
C 2.7530 -4.5691 0.7108
N 1.6340 -5.1675 1.1332
N 3.6624 -4.1740 1.6015
C 2.0119 -0.2426 -1.1726
O 3.0171 -0.2993 -1.8409
O 1.5760 0.7924 -0.5193
H -0.8833 -1.7719 -0.4338
H -0.6182 -0.7180 -1.6417
H 1.4962 -1.9603 -0.0494
H 2.3028 -2.4047 -2.5314
H 0.6898 -2.0018 -2.9887
H 0.4289 -4.3095 -2.8661
H 0.0713 -4.0004 -1.1923
H 2.6877 -4.8051 -2.5574
H 1.7835 -5.8427 -1.4957
H 3.8079 -3.8976 -0.8479
H 1.0241 -5.6064 0.4638
H 1.5781 -5.5124 2.0776
H 4.4961 -3.6877 1.3166
H 3.5089 -4.2777 2.5898

---

[2]
Density functional theory data (ωB97M-V/def2-TZVPD) for C6H13LiO3 as an isolated structure at a distorted geometry.

* HOMO-LUMO gap: 6.90 eV
* largest force on an atom: 2.454 eV/Å
* DFT total energy: -12777.9599 eV

CARTESIAN COORDINATES (ANGSTROEM)
H 1.4694 2.1284 1.3692
C 0.3808 1.9489 1.3749
H 1.7185 1.5924 -0.8534
H -0.1178 2.9298 1.4451
H 0.1256 1.3319 2.2459
C 0.6210 1.6701 -0.9776
H 0.4105 2.7331 -1.1926
O -0.0145 1.2440 0.2232
C 0.1616 0.7446 -2.0974
H 0.7931 0.9992 -2.9814
H 0.4995 -0.2667 -1.7592
O -1.1814 0.6692 -2.3762
C -1.9125 -1.6977 -0.4961
H -2.9942 -1.7800 -0.6246
O 0.3326 -1.7153 0.2341
C -0.9808 -1.5040 0.4799
C 1.1648 -1.9578 1.3549
H 1.3339 -1.0126 1.8917
H 2.1023 -2.3796 0.9775
H -1.2842 -1.4383 1.5332
H 0.6662 -2.6450 2.0558
Li -1.7396 0.5997 -0.4252
H -1.5550 -2.1944 -1.4016

---

[3]
Density functional theory data (ωB97M-V/def2-TZVPD) for C2H4N4 as an isolated structure at a distorted geometry.

* HOMO-LUMO gap (spin up / spin down): 7.52 / 7.52 eV
* largest force on an atom: 4.896 eV/Å
* DFT total energy: -8092.9669 eV

CARTESIAN COORDINATES (ANGSTROEM)
C -1.9050 -0.4027 0.0783
C 1.6796 -0.1507 0.2204
N -1.5471 0.8484 -0.0632
N -0.7556 -1.0052 -0.4519
N -0.3532 0.3151 -0.7305
N 0.7620 0.6797 -0.1999
H -2.8256 -0.9823 0.3606
H 2.6781 0.2021 0.4489
H 1.1995 -1.0947 0.5558
H 1.0675 1.5904 -0.2185

---

[4]
Density functional theory data (ωB97M-V/def2-TZVPD) for a single C6H12O molecule.

* HOMO-LUMO gap: 10.81 eV
* largest force on an atom: 0.808 eV/Å
* DFT total energy: -8463.9070 eV
* structure (SMILES): CCC(C=O)CC

CARTESIAN COORDINATES (ANGSTROEM)
C 0.2876 1.1275 -2.2814
C -0.5026 0.2127 -1.3518
C 0.0810 0.1421 0.0706
C 1.5245 -0.3127 0.0956
O 2.4253 0.3750 0.5228
C -0.8532 -0.6661 0.9912
C -0.4146 -0.6733 2.4522
H -0.1762 1.1964 -3.2711
H 0.3464 2.1392 -1.8644
H 1.3135 0.7661 -2.4106
H -1.5301 0.5878 -1.2557
H -0.5986 -0.7922 -1.7892
H 0.1530 1.1588 0.4693
H 1.7081 -1.3318 -0.3180
H -0.9907 -1.6937 0.6234
H -1.8431 -0.1971 0.9147
H -1.1348 -1.1998 3.0883
H -0.3199 0.3504 2.8315
H 0.5599 -1.1587 2.5670

---

[5]
Density functional theory data (ωB97M-V/def2-TZVPD) for a 2-piece molecular cluster, C6H10O overall.

* HOMO-LUMO gap: 9.80 eV
* largest force on an atom: 0.403 eV/Å
* DFT total energy: -8428.0140 eV
* structure (SMILES): C=CCC=C=CO.[H][H]

CARTESIAN COORDINATES (ANGSTROEM)
C -0.8754 -1.6015 -0.6879
C -1.4617 -0.5814 -0.0674
C -1.3679 0.8585 -0.5103
C 0.0388 1.4480 -0.5161
C 1.1364 0.7425 -0.4152
C 2.0875 -0.1572 -0.3601
O 2.7090 -0.6430 0.7531
H -0.9336 -2.6141 -0.2958
H -0.2885 -1.4623 -1.5944
H -2.0200 -0.7735 0.8497
H -1.7719 0.9643 -1.5269
H -2.0020 1.4866 0.1270
H 0.0890 2.5319 -0.6356
H 2.4915 -0.6050 -1.2635
H 2.2845 -0.2610 1.5329
H -0.1844 0.1135 2.5777
H 0.0688 0.5537 2.0329

---

[6]
Density functional theory data (ωB97M-V/def2-TZVPD) for C6H14ClOP as an isolated structure at a distorted geometry.

* HOMO-LUMO gap: 9.21 eV
* largest force on an atom: 3.254 eV/Å
* DFT total energy: -30308.7340 eV

CARTESIAN COORDINATES (ANGSTROEM)
C -2.9156 1.7284 0.2567
C 1.4473 -0.9995 1.3167
C 1.4464 -1.7862 -1.0972
C 1.8881 0.6442 -0.5869
C -1.5541 1.2050 0.6701
C 1.2934 -0.6505 -0.1307
O -1.4418 0.0147 -1.8456
P -1.0752 -0.2056 -0.4443
Cl -2.1074 -1.7633 0.2903
H -2.8992 2.0052 -0.7954
H -3.6806 0.9667 0.3979
H -3.1855 2.6041 0.8477
H 1.2058 -0.1545 1.9581
H 0.8068 -1.8376 1.5840
H 2.4822 -1.2911 1.5114
H 0.9961 -1.5274 -2.0561
H 0.9676 -2.6874 -0.7205
H 2.5059 -1.9989 -1.2700
H 1.4534 0.9411 -1.5396
H 1.7301 1.4400 0.1392
H 2.9652 0.5244 -0.7300
H -1.5431 0.8593 1.7039
H -0.7860 1.9689 0.5401

---

[7]
Density functional theory data (ωB97M-V/def2-TZVPD) for a 14-piece molecular cluster, C80H190B2Cl2F8N10O5 overall at a distorted geometry.

* HOMO-LUMO gap: 5.51 eV
* net charge: +6
* largest force on an atom: 3.565 eV/Å
* DFT total energy: -159260.9555 eV

CARTESIAN COORDINATES (ANGSTROEM)
C 2.5327 6.2516 4.7646
C 2.6788 7.1851 3.5433
N 1.5310 8.2331 3.3257
C 1.6600 9.3291 4.4267
C 1.5780 8.8779 1.8545
C 2.8600 9.7783 1.4831
C 0.1048 7.5931 3.3646
C -0.0841 6.3736 2.4815
O -0.3688 6.6713 1.1112
C -0.4496 5.4912 0.3066
H 3.2674 5.5122 5.0835
H 1.6293 5.6899 4.5268
H 2.3552 6.7735 5.7049
H 2.6131 6.5664 2.6484
H 3.6420 7.6799 3.4190
H 1.5602 8.8882 5.4185
H 0.7663 9.9436 4.3184
H 2.5690 9.9113 4.2753
H 0.7024 9.4990 1.6658
H 1.5790 8.0371 1.1609
H 2.7340 10.8590 1.5488
H 3.1576 9.8417 0.4365
H 3.7578 9.4733 2.0208
H -0.6931 8.3283 3.2594
H 0.1662 7.2471 4.3964
H -0.8546 5.7406 2.9217
H 0.7971 5.7414 2.5905
H -1.0349 5.6845 -0.5925
H -0.9410 4.5553 0.5725
H 0.5505 5.1303 0.0666
C 7.9720 -4.9677 -0.2320
C 7.0043 -6.1709 -0.0345
N 5.5504 -5.8319 0.1935
C 5.3478 -5.0893 1.5354
C 5.0162 -4.8073 -0.9004
C 3.4621 -4.6690 -1.2057
C 4.6483 -7.0807 0.3012
C 5.3108 -8.3783 0.9287
O 5.5694 -8.0951 2.2755
C 6.6011 -8.9114 2.7743
H 8.8783 -5.3264 -0.7199
H 8.1661 -4.5604 0.7603
H 7.4653 -4.1907 -0.8044
H 7.3484 -6.5134 0.9414
H 6.9081 -6.7677 -0.9415
H 5.8761 -5.6814 2.2828
H 4.2727 -5.0400 1.7081
H 5.6516 -4.0425 1.5439
H 5.4381 -5.1008 -1.8616
H 5.4184 -3.8237 -0.6578
H 2.9823 -5.6354 -1.3606
H 3.1524 -3.9628 -1.9761
H 3.0329 -4.2004 -0.3201
H 4.4350 -7.3730 -0.7270
H 3.7005 -6.7534 0.7285
H 6.1334 -8.6701 0.2758
H 4.6680 -9.2528 0.8279
H 6.7994 -8.7148 3.8280
H 7.4954 -8.7713 2.1671
H 6.3857 -9.9743 2.6643
C 2.3337 5.4178 -5.7766
C 1.1026 4.5051 -5.9082
N -0.2516 5.0422 -5.1598
C -1.4404 4.1108 -5.5201
C 0.0386 4.9744 -3.6097
C 0.2668 3.6280 -3.0655
C -0.5907 6.4712 -5.7502
C -1.9363 7.0787 -5.3452
O -2.9810 6.6977 -6.2752
C -4.2237 7.1549 -5.7515
H 3.1579 4.9966 -6.3522
H 2.5685 5.5888 -4.7260
H 2.1363 6.3996 -6.2069
H 1.3643 3.4848 -5.6277
H 0.6448 4.2992 -6.8757
H -1.0859 3.0802 -5.5383
H -1.8138 4.3159 -6.5234
H -2.2705 4.1331 -4.8141
H -0.8222 5.3649 -3.0667
H 0.9734 5.5153 -3.4625
H 0.9597 2.9567 -3.5729
H -0.6253 3.0034 -3.1102
H 0.5269 3.4799 -2.0174
H -0.5214 6.2739 -6.8199
H 0.1043 7.2725 -5.4991
H -1.9615 8.1457 -5.1240
H -2.1740 6.5696 -4.4112
H -5.0351 6.9360 -6.4456
H -4.2613 8.2433 -5.7041
H -4.6361 6.7041 -4.8489
C -0.5163 -1.6998 1.0425
C -1.5125 -1.4148 -0.1403
N -1.2825 -0.0773 -1.0118
C -1.4160 1.1729 -0.0384
C 0.1790 -0.1116 -1.5093
C 0.6006 -1.3844 -2.3190
C -2.1237 0.0091 -2.3734
C -3.6710 0.2351 -2.2818
O -4.3306 -0.4693 -1.2197
C -4.6838 -1.8482 -1.4935
H 0.4828 -2.0043 0.7310
H -0.8497 -2.5772 1.5968
H -0.2149 -0.9052 1.7250
H -2.5130 -1.2426 0.2563
H -1.5367 -2.1959 -0.9001
H -2.3778 0.9899 0.4407
H -1.3859 1.9648 -0.7868
H -0.7000 1.2422 0.7805
H 0.5870 -0.0947 -0.4986
H 0.3691 0.8247 -2.0339
H 1.6104 -1.6057 -1.9735
H 0.7039 -1.1449 -3.3774
H 0.0229 -2.2691 -2.0512
H -1.9341 -0.9022 -2.9407
H -1.5366 0.7728 -2.8834
H -3.9971 -0.0838 -3.2718
H -3.7979 1.2916 -2.0457
H -5.3449 -1.8625 -2.3600
H -5.2554 -2.0918 -0.5979
H -3.8199 -2.5130 -1.4859
C -4.9154 3.8603 3.0466
C -6.3720 3.5285 2.7733
N -6.6070 2.4645 1.6017
C -5.6461 2.6648 0.3627
C -6.2519 1.0104 2.1181
C -6.7496 0.6926 3.5422
C -8.1303 2.5352 1.2408
C -8.6774 1.3900 0.2928
O -7.8949 1.2253 -0.8561
C -7.7890 -0.1436 -1.2524
H -4.3446 2.9922 3.3765
H -4.7315 4.5685 3.8545
H -4.3713 4.1565 2.1497
H -6.8582 4.3986 2.3321
H -6.9835 3.2703 3.6379
H -5.6792 1.8016 -0.3021
H -4.5975 2.8180 0.6180
H -6.1170 3.5562 -0.0518
H -5.1647 1.0443 2.0487
H -6.4906 0.2654 1.3591
H -7.7915 0.9526 3.7288
H -6.2672 1.3812 4.2359
H -6.3675 -0.3007 3.7780
H -8.3028 3.5090 0.7826
H -8.4976 2.6159 2.2639
H -9.6598 1.6906 -0.0712
H -8.8907 0.4900 0.8696
H -8.7417 -0.6548 -1.3904
H -7.3839 -0.8079 -0.4891
H -7.1274 -0.2914 -2.1060
C 2.8954 -1.0040 2.7254
C 2.0871 -1.5361 3.8291
C 2.9086 -2.4243 4.8635
N 2.2140 -2.5684 6.3049
C 0.9630 -3.4730 6.0934
C 1.8006 -1.2176 6.8094
C 1.4999 -1.2672 8.2532
C 2.5462 -2.2729 8.7623
C 3.1649 -3.0652 7.4689
H 3.9540 -0.8466 2.9319
H 2.3294 -0.1781 2.2945
H 2.8728 -1.7476 1.9287
H 1.4453 -2.2393 3.2984
H 1.5296 -0.6832 4.2160
H 3.6892 -1.7399 5.1958
H 3.2224 -3.3928 4.4741
H 0.4611 -3.4435 7.0605
H 1.3770 -4.4138 5.7306
H 0.3789 -3.0657 5.2682
H 0.8665 -0.8417 6.3920
H 2.5935 -0.5006 6.5968
H 0.5210 -1.6797 8.4977
H 1.5751 -0.3640 8.8587
H 2.1749 -2.9392 9.5410
H 3.4147 -1.6815 9.0521
H 3.1252 -4.1430 7.6264
H 4.1570 -2.7083 7.1925
C -6.8584 -2.7492 -4.6969
C -7.1223 -4.1363 -5.3091
C -6.1524 -4.5610 -6.3673
N -6.1705 -6.0230 -6.7896
C -7.6090 -6.3263 -7.2038
C -5.3407 -6.2004 -8.0943
C -3.9013 -6.6836 -7.5293
C -4.1878 -7.5733 -6.3753
C -5.5275 -6.9926 -5.8039
H -5.9709 -2.6264 -4.0761
H -7.6489 -2.6341 -3.9553
H -6.9750 -1.9672 -5.4472
H -8.1351 -4.3406 -5.6563
H -7.0155 -4.7748 -4.4322
H -5.1011 -4.4118 -6.1212
H -6.2744 -3.9971 -7.2921
H -8.2229 -6.2982 -6.3035
H -7.6443 -7.2756 -7.7383
H -7.9657 -5.5023 -7.8217
H -5.7626 -7.0346 -8.6548
H -5.4794 -5.2845 -8.6687
H -3.3037 -7.0907 -8.3448
H -3.3368 -5.8496 -7.1122
H -4.3635 -8.6286 -6.5840
H -3.3162 -7.5401 -5.7215
H -6.3194 -7.7053 -5.5738
H -5.2501 -6.3716 -4.9522
C 4.6103 -2.9086 -3.9765
C 4.8131 -1.5308 -3.3517
C 4.3612 -0.4155 -4.2812
N 4.4261 1.0095 -3.5943
C 3.2517 1.2379 -2.5592
C 4.5112 2.2197 -4.5862
C 5.3132 3.2388 -3.7812
C 6.2519 2.5457 -2.8494
C 5.7702 1.1205 -2.8231
H 3.5513 -3.0565 -4.1881
H 4.9070 -3.6720 -3.2572
H 5.0207 -2.9821 -4.9837
H 5.8631 -1.4626 -3.0675
H 4.1408 -1.2862 -2.5293
H 3.3009 -0.5675 -4.4827
H 4.7976 -0.3574 -5.2783
H 3.2923 2.2123 -2.0724
H 3.2218 0.5237 -1.7362
H 2.3234 1.1731 -3.1267
H 3.5323 2.4450 -5.0095
H 5.0701 1.8046 -5.4249
H 4.5693 3.7321 -3.1557
H 5.7851 3.9925 -4.4115
H 6.1577 2.9874 -1.8574
H 7.2630 2.6712 -3.2369
H 5.7824 0.5912 -1.8704
H 6.5162 0.6714 -3.4787
C -2.7639 -2.6406 6.1041
C -3.1450 -3.9668 5.4467
C -2.7405 -4.0997 3.9381
N -2.6993 -5.5897 3.4450
C -1.6243 -6.2624 4.2476
C -4.0990 -6.2776 3.4097
C -4.8006 -5.8664 2.1275
C -3.7591 -5.3059 1.2279
C -2.4075 -5.5990 1.8859
H -1.8320 -2.3299 5.6317
H -2.5234 -2.9055 7.1337
H -3.5107 -1.8471 6.1326
H -4.2269 -3.9966 5.3172
H -2.9236 -4.7976 6.1167
H -1.7009 -3.8093 3.7865
H -3.5246 -3.6381 3.3379
H -0.7404 -5.7094 3.9297
H -1.5716 -7.3280 4.0241
H -1.8825 -6.2963 5.3060
H -3.7700 -7.2945 3.1956
H -4.6513 -6.2453 4.3488
H -5.0992 -6.8001 1.6509
H -5.6782 -5.2392 2.2844
H -3.8121 -5.6900 0.2092
H -3.8554 -4.2216 1.1708
H -2.1344 -6.6075 1.5753
H -1.6350 -4.8654 1.6551
C 2.6479 2.6178 1.4469
C 3.9079 2.5773 2.1927
C 4.8213 3.6862 1.6863
N 6.1773 3.6855 2.3548
C 6.8384 2.2868 2.5160
C 6.1230 4.4471 3.6719
C 7.0637 5.6056 3.5802
C 7.0226 5.9240 2.1204
C 7.1594 4.5730 1.4870
H 1.8866 2.0047 1.9292
H 2.7871 2.3515 0.3992
H 2.2268 3.6146 1.5784
H 4.3503 1.5822 2.1476
H 3.6243 2.8920 3.1971
H 4.3689 4.6738 1.5964
H 5.0845 3.5686 0.6352
H 6.9835 1.7517 1.5775
H 6.2231 1.6355 3.1368
H 7.7165 2.5033 3.1243
H 6.2926 3.8165 4.5447
H 5.1433 4.8957 3.8360
H 8.0338 5.2309 3.9068
H 6.7760 6.4936 4.1431
H 7.7460 6.6479 1.7454
H 6.0783 6.4632 2.0451
H 8.1754 4.2174 1.6581
H 6.9384 4.7355 0.4321
Cl -3.3289 4.1737 -2.1110
Cl 0.5400 0.6207 -5.7237
B -3.3493 -4.5472 -3.5664
F -2.9133 -3.2909 -3.7115
F -2.6162 -4.9408 -2.4236
F -4.6761 -4.7158 -3.4710
F -2.8569 -5.3328 -4.6394
B -2.8132 0.3634 3.3800
F -3.6559 0.4985 4.4259
F -3.3389 -0.5153 2.5305
F -2.6183 1.5640 2.6980
F -1.6314 -0.1137 3.9503

---

[8]
Density functional theory data (ωB97M-V/def2-TZVPD) for a single C2H2O2S molecule at a distorted geometry.

* HOMO-LUMO gap: 8.14 eV
* largest force on an atom: 6.217 eV/Å
* DFT total energy: -17034.5102 eV
* structure (SMILES): O=CC(O)=S

CARTESIAN COORDINATES (ANGSTROEM)
O -1.7784 -0.2681 -0.1859
C -0.7239 -0.8484 0.0564
C 0.4123 0.0298 0.0173
O -0.0093 1.2513 -0.1052
S 1.9663 -0.3370 -0.1196
H -0.5251 -1.9016 0.0590
H 0.6580 2.0740 0.2780

---

[9]
Density functional theory data (ωB97M-V/def2-TZVPD) for a single C2H5NOS molecule at a distorted geometry.

* HOMO-LUMO gap (spin up / spin down): 7.34 / 7.34 eV
* largest force on an atom: 5.305 eV/Å
* DFT total energy: -16524.1786 eV

CARTESIAN COORDINATES (ANGSTROEM)
C 0.4105 0.4840 0.0977
C 1.4458 -0.6499 -0.0870
N -0.9091 0.6436 0.0819
O -3.0656 -1.0306 -0.0278
S -2.7740 0.3724 0.0196
H 1.0206 1.3557 0.0159
H 2.2673 -0.3794 -0.5960
H 0.9720 -1.4179 -0.5834
H 1.6592 -0.9991 0.8451
H -1.0268 1.6211 0.2340

---

[10]
Density functional theory data (ωB97M-V/def2-TZVPD) for a 2-piece molecular cluster, C3H12N7 overall at a distorted geometry.

* HOMO-LUMO gap: 8.23 eV
* net charge: +1
* largest force on an atom: 4.219 eV/Å
* DFT total energy: -13725.4614 eV

CARTESIAN COORDINATES (ANGSTROEM)
C -1.3192 0.6288 0.3845
C -1.8100 -0.7061 0.1624
C -1.9193 1.8159 0.1019
N -0.9820 -1.7378 0.0379
N 1.7249 0.4920 0.2931
N -3.1235 1.9441 -0.4780
N -1.0561 -3.0431 -0.1965
N 1.5687 -0.7586 0.2620
N 3.9831 0.4156 -0.4937
N 2.9008 1.0797 0.0524
H -0.3605 0.5899 0.8247
H -2.9367 -0.7375 -0.1620
H -1.4542 2.6094 0.5415
H -3.7243 1.1218 -0.4074
H -3.6995 2.7302 -0.3284
H -0.2620 -3.6271 0.2487
H -2.0033 -3.3501 -0.1510
H 2.4642 -1.2996 0.0741
H 0.0155 -1.4224 0.2075
H 4.6257 0.0640 0.1640
H 4.5088 1.1132 -1.1605
H 2.8589 2.0778 0.0226

---

> Number 7 is which compound?

C80H190B2Cl2F8N10O5

---

> DFT total energy of number 5 (C6H10O)?

-8428.0140 eV

---

> Look up the largest force on an atom of the fifth one.

0.403 eV/Å

---

> Look up the DFT total energy of the ninth one.

-16524.1786 eV